1.
Formula: C5H10N4O4S2
Source: OMol25
Level of theory: the ωB97M-V functional and the def2-TZVPD basis

Computed properties:
Molar mass   254.29 g mol⁻¹
E   -1512.75844 Ha
Energy above the lowest of the compared OMol25 structures with the same formula, charge and spin   84.6 kJ/mol
SMILES   [H]/N=C(/C=C\C=C/S(N)(=O)=O)NS(N)(=O)=O

The geometry in XYZ format:
```
25
Properties=species:S:1:pos:R:3:lowdin_charge:R:1
H 3.013 -0.936 -1.203 0.046
N 2.318 -1.678 -1.270 0.171
C 1.314 -1.496 -0.502 -0.478
C 0.159 -2.387 -0.299 -0.027
C -1.009 -2.135 0.297 -0.104
C -1.458 -1.168 1.292 -0.143
C -1.988 0.088 1.259 -0.131
S -1.928 0.896 -0.300 0.636
N -1.723 2.476 0.088 -0.027
O -0.763 0.512 -1.094 -0.323
O -3.238 0.519 -0.838 -0.295
N 1.325 -0.545 0.512 -0.044
S 1.923 0.977 0.273 0.664
N 2.078 1.082 -1.387 -0.025
O 0.955 1.948 0.835 -0.331
O 3.311 1.061 0.751 -0.305
H 0.346 -3.425 -0.859 0.164
H -1.825 -2.872 0.320 0.131
H -1.551 -1.738 2.277 0.149
H -2.240 0.677 2.104 0.090
H -0.779 2.735 0.142 0.021
H -2.200 3.154 -0.355 0.036
H 0.646 -0.473 1.202 0.060
H 2.006 2.050 -1.453 0.055
H 1.312 0.678 -1.794 0.009
```

2.
Formula: C20H26AsCsF6N2O8S2
Source: OMol25
Level of theory: the ωB97M-V functional and the def2-TZVPD basis

Computed properties:
Molar mass   808.38 g mol⁻¹
E   -5140.54969 Ha

The geometry in XYZ format:
```
66
Properties=species:S:1:pos:R:3:lowdin_charge:R:1
Cs 3.770 2.094 -3.751 1.091
As 0.361 2.187 -1.037 0.785
F 1.012 1.217 0.302 -0.277
F -1.260 1.923 -0.429 -0.249
F -0.238 3.035 -2.440 -0.252
F 2.028 2.462 -1.566 -0.429
F 0.314 0.679 -1.930 -0.254
F 0.376 3.631 -0.061 -0.243
C -0.740 -0.303 2.987 -0.069
C -1.642 -1.314 3.353 -0.053
C -1.666 -1.741 4.659 -0.005
C -0.836 -1.108 5.599 -0.150
C 0.189 -0.263 5.207 0.005
C 0.128 0.232 3.901 -0.066
N -1.076 -1.365 7.024 -0.358
O -1.958 -2.158 7.316 0.063
O -0.403 -0.762 7.829 0.078
H -0.782 0.069 1.969 0.094
H -2.216 -1.823 2.590 0.099
H -2.278 -2.530 5.076 0.115
H 0.928 0.143 5.882 0.116
H 0.871 0.886 3.457 0.108
C 1.252 -3.100 -2.774 -0.084
C 1.190 -2.567 -1.488 -0.069
C -0.024 -2.107 -1.001 -0.016
C -1.168 -2.180 -1.770 -0.142
C -1.114 -2.714 -3.053 0.019
C 0.129 -3.127 -3.558 -0.069
N -2.432 -1.717 -1.213 -0.327
O -3.437 -1.889 -1.861 0.068
O -2.454 -1.209 -0.111 0.075
H 2.250 -3.411 -3.065 0.102
H 1.949 -2.628 -0.719 0.104
H -0.087 -1.804 0.037 0.116
H -1.948 -2.713 -3.739 0.121
H 0.040 -3.526 -4.560 0.106
C 6.471 -0.114 0.095 -0.225
C 5.244 -0.485 0.935 -0.207
C 4.132 0.488 0.559 -0.187
S 5.008 2.089 0.231 0.705
O 4.963 2.922 1.425 -0.314
O 4.677 2.567 -1.092 -0.531
C 6.674 1.380 0.259 -0.228
H 6.310 -0.451 -0.930 0.117
H 7.345 -0.594 0.535 0.118
H 5.541 -0.408 1.982 0.124
H 4.951 -1.516 0.744 0.115
H 3.299 0.760 1.203 0.094
H 3.715 0.294 -0.433 0.091
H 7.196 1.623 1.182 0.110
H 7.277 1.852 -0.519 0.104
C -4.659 1.729 -0.961 -0.196
C -5.478 0.505 -1.453 -0.231
C -5.543 0.367 -2.971 -0.199
S -4.036 1.298 -3.560 0.697
O -4.355 1.982 -4.795 -0.344
O -2.868 0.462 -3.363 -0.323
C -4.136 2.466 -2.178 -0.227
H -3.856 1.293 -0.359 0.092
H -5.193 2.312 -0.215 0.111
H -6.505 0.651 -1.097 0.104
H -5.234 -0.448 -0.987 0.088
H -6.444 0.867 -3.316 0.096
H -5.465 -0.653 -3.336 0.093
H -4.852 3.224 -2.509 0.102
H -3.209 3.039 -2.139 0.097
```

3.
Formula: C29H22Cl2N2O9ReS
Source: OMol25
Level of theory: the ωB97M-V functional and the def2-TZVPD basis

Computed properties:
Multiplicity   2
Molar mass   831.68 g mol⁻¹
Net charge   -2
E   -3302.00899 Ha
Energy above the lowest of the compared OMol25 structures with the same formula, charge and spin   133.1 kJ/mol

The geometry in XYZ format:
```
66
Properties=species:S:1:pos:R:3:lowdin_charge:R:1
Re 0.070 -0.273 -0.120 1.684
O -2.429 1.008 -3.219 0.013
C -1.847 0.812 -2.155 -0.612
O -0.598 0.625 -1.963 -0.136
C -2.601 0.869 -0.855 -0.167
C -3.925 1.207 -0.691 -0.009
C -4.424 1.381 0.600 -0.073
C -3.552 1.285 1.679 -0.009
C -2.236 0.952 1.440 -0.186
N -1.793 0.677 0.204 -0.012
C -1.109 0.953 2.430 -0.602
O -1.300 1.219 3.611 0.030
O 0.007 0.688 1.848 -0.143
H -4.526 1.351 -1.578 0.111
H -5.465 1.638 0.756 0.089
H -3.854 1.484 2.698 0.112
Cl 0.301 -2.942 6.966 0.576
C 0.507 -2.550 5.266 -0.674
C 1.797 -2.364 4.759 -0.144
C 1.967 -2.043 3.440 -0.543
Cl 3.575 -1.796 2.830 0.749
C 0.874 -1.870 2.525 -0.372
O 1.115 -1.532 1.330 -0.190
C -0.416 -2.135 3.081 -0.126
C -1.631 -2.175 2.283 -0.230
O -1.734 -2.116 1.073 -0.006
C -0.577 -2.435 4.440 -0.082
H 2.659 -2.458 5.405 0.095
H -2.552 -2.299 2.896 0.122
H -1.577 -2.586 4.829 0.106
C -1.631 -2.993 -2.359 -0.045
C -0.241 -3.562 -2.340 -0.212
C 0.061 -4.784 -2.921 -0.087
C 1.358 -5.283 -2.916 -0.128
C 2.368 -4.537 -2.319 -0.082
C 2.110 -3.312 -1.721 -0.205
C 3.188 -2.486 -1.085 -0.046
C 0.791 -2.819 -1.725 -0.254
N 0.491 -1.633 -1.138 -0.131
H -2.334 -3.705 -2.797 0.067
H -1.663 -2.067 -2.940 0.082
H -1.963 -2.742 -1.351 0.057
H -0.737 -5.353 -3.388 0.092
H 1.580 -6.240 -3.373 0.078
H 3.386 -4.914 -2.312 0.093
H 4.148 -3.009 -1.118 0.072
H 2.940 -2.254 -0.046 0.047
H 3.284 -1.527 -1.600 0.062
C 7.027 0.251 3.353 -0.068
C 6.028 0.618 2.287 -0.322
C 6.111 0.082 1.010 -0.065
C 5.153 0.379 0.045 -0.059
C 4.107 1.228 0.357 -0.255
C 4.012 1.777 1.631 -0.048
C 4.967 1.474 2.582 -0.067
S 2.847 1.607 -0.844 0.480
O 2.831 3.047 -0.950 -0.312
O 3.175 0.860 -2.033 -0.318
O 1.636 1.121 -0.138 -0.443
H 7.842 -0.345 2.940 0.065
H 6.551 -0.336 4.142 0.072
H 7.458 1.140 3.819 0.070
H 6.922 -0.595 0.766 0.102
H 5.206 -0.047 -0.948 0.104
H 3.175 2.420 1.867 0.123
H 4.875 1.885 3.582 0.110
```